1.
{
  "formula": "C3H2N3PS",
  "method": "wB97M-V/def2-TZVPD",
  "symbols": ["C", "C", "C", "N", "N", "N", "P", "S", "H", "H"],
  "positions_angstrom": [[-0.333509, 1.063811, 0.861299], [2.048068, -0.801518, -1.600733], [-2.386073, -0.366521, 0.944535], [-1.313041, 0.356887, 0.884987], [2.355868, 0.121890, -0.926516], [2.278882, 1.042693, -0.048301], [1.223758, 1.685756, 1.014078], [2.060864, -1.963568, -2.732813], [-3.266044, 0.016862, 1.381568], [-2.668773, -1.156293, 0.221896]],
  "atomic_forces_ev_per_a": [[-1.96, -2.13, -0.63], [0.92, -0.79, -1.51], [0.47, 0.11, -1.46], [-0.31, -0.10, -0.05], [-1.37, -0.92, -0.26], [-0.54, 1.86, 2.28], [2.41, 0.23, -0.90], [-0.40, 0.70, 1.01], [-0.45, 0.68, 1.19], [1.24, 0.37, 0.32]],
  "e_tot_ev": -27732.399,
  "e_above_lowest_kj_mol": 298.6,
  "homo_lumo_gap_ev": 6.53,
  "e_homo_ev": -8.000,
  "spin_multiplicity": 1,
  "lumo_energy_ev": -1.470
}

---

2.
{
  "formula": "C3H10N2O2",
  "method": "wB97M-V/def2-TZVPD",
  "symbols": ["N", "C", "O", "O", "H", "H", "C", "N", "C", "H", "H", "H", "H", "H", "H", "H", "H"],
  "positions_angstrom": [[2.594915, 0.496754, -2.036089], [1.685842, 0.238555, -1.022947], [1.751715, 0.966008, -0.008321], [0.850074, -0.789270, -1.138474], [2.286871, 0.177273, -2.957172], [2.974356, 1.415268, -2.017165], [-1.955510, -0.661132, 0.015006], [-0.692072, -0.649954, 0.834736], [-0.581259, 0.542643, 1.730655], [-1.912126, -1.381412, -0.818512], [-2.854770, -0.928972, 0.667765], [-2.068228, 0.364562, -0.365805], [0.117499, -0.690008, 0.067646], [-0.520832, -1.528913, 1.295260], [-0.675394, 1.405908, 1.083757], [0.395110, 0.514934, 2.229763], [-1.396192, 0.507758, 2.439897]],
  "atomic_forces_ev_per_a": [[-1.01, -1.30, -1.10], [-0.67, -0.57, 1.23], [-0.34, -0.49, -0.47], [1.49, 1.69, -0.09], [0.35, 0.13, 0.53], [0.18, 0.52, 0.12], [-0.82, -0.24, 1.17], [-0.64, 0.27, -0.49], [0.17, -0.97, -0.29], [0.35, 0.39, 0.45], [1.22, 0.48, -0.80], [-0.06, -0.51, 0.00], [0.45, 0.42, -0.96], [-0.38, -0.25, 0.59], [0.26, 0.17, 0.12], [-0.36, 0.18, -0.30], [-0.19, 0.08, 0.29]],
  "e_tot_ev": -10348.673,
  "e_above_lowest_kj_mol": 78.7,
  "homo_lumo_gap_ev": 9.33,
  "e_homo_ev": -8.718,
  "spin_multiplicity": 1,
  "lumo_energy_ev": 0.613
}

---

3.
{
  "formula": "C12H41B2FN3O3Zr",
  "method": "wB97M-V/def2-TZVPD",
  "symbols": ["Zr", "B", "H", "H", "H", "H", "B", "H", "H", "H", "H", "F", "C", "C", "C", "O", "C", "N", "H", "H", "H", "H", "H", "H", "H", "H", "H", "H", "H", "C", "C", "C", "O", "C", "N", "H", "H", "H", "H", "H", "H", "H", "H", "H", "H", "H", "C", "C", "C", "O", "C", "N", "H", "H", "H", "H", "H", "H", "H", "H", "H", "H", "H"],
  "positions_angstrom": [[-2.547742, -0.858809, 1.387389], [-2.956769, -2.902602, 2.253690], [-3.483485, -2.786329, 1.319184], [-3.135207, -3.885442, 2.661640], [-1.891913, -2.758775, 2.155499], [-3.309452, -2.090929, 2.870982], [-2.330006, 0.235411, 3.308345], [-3.375689, -0.029956, 3.289204], [-1.776710, -0.683701, 3.192882], [-2.096153, 0.754207, 2.391615], [-1.971275, 0.818893, 4.142071], [-0.460201, -0.972758, 0.951913], [1.369641, -1.599303, -2.350961], [1.974499, -0.188262, -2.457517], [1.073450, 1.011257, -2.152246], [0.070414, 1.032495, -3.159539], [0.455207, 1.873674, -4.223948], [3.280709, -0.197863, -1.826675], [0.946325, -1.832423, -1.373942], [2.043158, -2.398339, -2.660820], [0.513236, -1.703426, -3.017172], [2.304662, -0.127849, -3.494552], [1.604588, 1.956639, -2.041603], [0.510745, 0.835304, -1.235457], [-0.299678, 1.960512, -5.005429], [1.425597, 1.559461, -4.608273], [0.532019, 2.909033, -3.891929], [3.823003, -1.014542, -2.069685], [3.168263, -0.412571, -0.846187], [4.244439, -0.388748, 2.502245], [2.859588, -0.051894, 2.060081], [2.737407, 1.378188, 1.515679], [2.907144, 2.439117, 2.454489], [1.943246, 2.491806, 3.550895], [2.439317, -0.994156, 1.030355], [4.398350, -1.417931, 2.826589], [4.669622, 0.264737, 3.264000], [4.958390, -0.282840, 1.685451], [2.250369, -0.129545, 2.960591], [1.742750, 1.429362, 1.072811], [3.433415, 1.599195, 0.706458], [2.305826, 1.829531, 4.337037], [0.954998, 2.134474, 3.261439], [1.874407, 3.444805, 4.075438], [1.437827, -0.917677, 0.924188], [2.480006, -1.864279, 1.541569], [-2.629536, -1.311427, -3.096243], [-2.195027, -0.826685, -1.666247], [-2.645911, 0.584329, -1.354235], [-2.287037, 0.899393, 0.001078], [-2.254776, 2.339559, 0.192591], [-2.756081, -1.744357, -0.672818], [-2.527276, -0.492043, -3.807766], [-3.692186, -1.551116, -3.133975], [-2.172258, -2.184520, -3.561752], [-1.117096, -0.889790, -1.517270], [-3.726716, 0.696133, -1.440520], [-2.246792, 1.237148, -2.130530], [-1.424535, 2.856456, -0.288665], [-2.181651, 2.614926, 1.244705], [-3.146586, 2.844446, -0.178704], [-2.390985, -2.664990, -0.870884], [-3.703889, -1.874610, -0.996556]],
  "atomic_forces_ev_per_a": [[4.06, -1.52, 0.78], [-0.77, -1.38, 0.47], [-1.96, 0.39, -4.06], [-0.73, -2.97, 1.40], [4.36, 1.00, -0.90], [-1.56, 2.99, 2.74], [0.46, 1.61, 1.76], [-4.36, -1.12, -0.30], [2.45, -3.79, -0.13], [1.09, 2.71, -3.62], [0.82, 1.79, 2.69], [-3.36, 0.05, 0.57], [-1.63, 0.33, -0.22], [1.72, -1.49, -0.98], [-0.25, -1.49, 0.27], [-0.64, 0.56, -0.16], [0.13, 0.71, -0.18], [0.47, 0.83, 1.50], [0.42, 0.03, 0.42], [0.30, 0.30, 0.21], [-0.19, 0.10, -0.36], [-0.72, 0.43, -0.50], [0.19, -0.03, -0.26], [0.15, -0.02, 0.43], [-0.05, -0.82, -0.01], [-0.08, 0.05, -0.34], [0.33, 0.17, 0.35], [-0.01, -0.04, -0.91], [-0.21, 0.34, 0.66], [1.80, 0.02, -0.23], [0.39, 0.95, 0.46], [-0.40, 0.22, 0.47], [-0.86, 0.32, 0.76], [1.13, -1.16, -0.19], [-0.25, -0.31, 0.60], [-0.44, -0.10, 0.23], [-0.47, 0.08, 0.24], [-0.09, 0.06, -0.41], [-0.53, 0.11, 0.07], [-0.50, 0.21, -0.13], [0.23, -0.26, 0.11], [-0.10, -0.34, 0.07], [-0.14, 0.14, -0.28], [0.23, 0.41, -0.89], [-0.26, 0.38, -0.31], [0.38, -0.75, -0.38], [-0.27, 1.12, 0.06], [0.60, -0.56, -1.63], [-0.59, -0.66, -1.26], [-0.28, 0.91, -0.26], [-0.05, 1.29, 0.63], [-0.70, 0.10, -0.65], [0.28, 0.01, -0.02], [-0.31, 0.12, 0.39], [0.65, 0.06, 0.65], [0.06, 0.23, -0.34], [-0.34, -0.15, 0.04], [0.63, 0.30, 0.54], [0.33, -0.80, -0.33], [0.00, -0.64, 0.05], [-0.33, -0.55, -0.16], [0.59, -0.42, 0.48], [-0.87, -0.06, 0.27]],
  "e_tot_ev": -29062.070,
  "homo_lumo_gap_ev": 5.86,
  "e_homo_ev": -10.985,
  "spin_multiplicity": 1,
  "lumo_energy_ev": -5.124,
  "total_charge": 1
}